Entry 1:
23
Properties=species:S:1:pos:R:3:forces:R:3 method="wB97M-V/def2-TZVPD" homo_energy_ev="-12.26 / -12.34" orbital_gap_ev="6.2 / 7.6" spin_multiplicity=1 largest_force_ev_per_a=4.24 e_above_lowest_kcal_mol=219.0 charge=+1 total_energy_ev=-15534.2548
C 3.19433 1.48154 0.25497 1.3 1.6 -0.2
C 4.05297 0.35415 0.14668 1.8 -1.5 0.5
C 1.92107 1.06794 0.13351 0.9 1.0 0.2
C 3.29039 -0.79134 0.19470 -1.1 1.8 -0.8
C -0.55686 1.22453 -0.35392 3.4 -2.2 1.2
C -0.32261 -0.30065 -0.29173 -2.2 -1.5 -0.9
C -2.76017 -0.52724 0.27368 1.5 0.1 -1.9
C -1.36496 -0.93620 0.69442 0.4 3.7 1.4
N 1.92122 -0.32538 0.04587 -1.2 -1.7 0.1
N 0.86542 -1.16462 -0.25445 1.3 3.4 1.1
O 0.79214 2.01522 0.05995 -1.0 -2.0 -0.2
O 3.64979 -2.05659 0.18606 0.3 -0.4 -0.3
H 3.63845 2.49449 0.45883 -1.0 -1.1 -0.5
H 5.18815 0.36693 0.04976 -1.9 0.0 0.5
H -0.88138 1.53511 -1.30671 -0.5 1.3 -0.8
H -0.83879 -0.67425 -1.19779 0.5 0.6 -0.4
H -2.83448 0.53432 0.56500 -0.5 -0.2 -1.2
H -3.46274 -1.02258 0.83417 -1.7 -1.2 1.4
H -2.91831 -0.91534 -0.82014 0.0 1.5 1.8
H -1.23194 -1.94630 0.73692 0.5 -2.7 0.0
H -1.08616 -0.46171 1.67685 -0.5 -0.8 -0.5
H 0.72938 2.60958 0.85699 -0.1 -0.8 -0.6
H 3.04669 -2.76628 0.46506 -0.3 0.8 -0.1

=====

Entry 2:
16
Properties=species:S:1:pos:R:3:forces:R:3 method="wB97M-V/def2-TZVPD" homo_energy_ev=-9.29 orbital_gap_ev=9.9 spin_multiplicity=1 largest_force_ev_per_a=4.24 e_above_lowest_kcal_mol=29.4 charge=0 total_energy_ev=-9330.4327
N 3.78922 -0.02224 -0.12738 -4.2 -0.7 0.2
C 2.61268 -0.18283 -0.07874 4.0 0.8 -0.2
C 1.17021 -0.19092 -0.02752 0.2 1.2 -0.8
C 0.51040 -1.33454 -0.00562 -1.5 1.7 1.0
C -1.00957 -1.31824 0.05572 -0.5 -0.1 0.5
N -1.53911 -0.07473 -0.49267 2.8 0.8 -0.1
C -1.01328 1.16198 0.15101 1.0 -1.6 0.3
C 0.53696 1.21138 -0.11712 -0.3 -0.7 2.3
H 1.09425 -2.19722 0.01939 0.4 -1.7 0.1
H -1.30214 -2.16274 -0.59273 -0.5 0.3 0.5
H -1.48813 -1.40553 1.10969 1.3 -0.6 -1.2
H -2.50499 -0.07103 -0.50058 -2.2 -0.1 0.0
H -1.46789 1.98304 -0.37920 -0.3 0.4 0.3
H -1.20122 1.19721 1.29228 0.1 0.0 -1.6
H 1.01988 1.73865 0.75916 -0.5 0.1 -1.2
H 0.79271 1.66776 -1.06569 0.0 0.2 0.0

=====

Entry 3:
16
Properties=species:S:1:pos:R:3:forces:R:3 method="wB97M-V/def2-TZVPD" homo_energy_ev=-9.61 orbital_gap_ev=10.1 spin_multiplicity=1 largest_force_ev_per_a=2.13 e_above_lowest_kcal_mol=24.4 charge=0 total_energy_ev=-20243.8705
C 1.38413 1.92400 0.90162 0.9 0.9 -1.1
C 1.69712 0.74220 0.39725 -0.1 0.4 -1.0
C 1.01629 -0.48707 0.86097 0.5 -1.9 0.9
O 0.70669 -0.49507 2.27502 -0.1 0.1 -1.8
C -0.28729 -0.65688 0.07835 0.1 0.3 1.1
O -1.28814 -0.84604 0.73050 -0.6 -0.1 -0.5
S -0.21940 -0.50720 -1.65265 -0.8 -0.3 0.0
C -1.99459 -0.75577 -1.95425 -0.3 -0.6 0.6
H 0.84062 2.00745 1.81535 -0.4 0.1 0.4
H 1.68441 2.84477 0.35418 -0.1 -0.7 0.8
H 2.23847 0.64275 -0.56296 -0.2 0.2 0.7
H 1.58215 -1.42758 0.56781 -0.2 0.9 0.6
H -0.27050 -0.57869 2.25116 0.3 -0.1 0.4
H -2.41042 -1.72635 -1.59710 0.8 0.5 -0.4
H -2.59842 -0.00606 -1.44503 0.3 0.2 -0.2
H -2.08111 -0.67445 -3.02023 -0.3 0.0 -0.5

=====

Entry 4:
14
Properties=species:S:1:pos:R:3:forces:R:3 method="wB97M-V/def2-TZVPD" homo_energy_ev=-9.38 orbital_gap_ev=10.3 spin_multiplicity=1 largest_force_ev_per_a=4.73 e_above_lowest_kcal_mol=53.0 charge=0 total_energy_ev=-13579.0004
C -3.25572 -0.33566 1.53188 0.2 -2.1 0.0
C -2.12945 -0.47695 0.84850 -2.1 0.6 0.3
C -1.10978 -0.63223 0.06730 1.8 0.3 0.7
C 0.26073 0.04634 0.22440 -0.1 -2.9 2.2
H -4.24753 -0.06258 1.15764 0.8 0.9 -0.2
H -3.40691 -1.02931 2.38350 0.5 0.7 -0.2
H -1.07888 -1.47932 -0.61795 -0.3 0.1 0.1
H 1.00203 -0.76466 0.55951 -1.0 1.0 -0.6
H 0.42112 0.82584 0.93151 -0.8 0.6 0.8
H 0.59952 0.40926 -0.65967 1.0 0.9 -2.8
P 2.81145 1.00722 -2.25829 -4.1 1.1 0.7
H 3.09407 2.09090 -1.39905 -0.3 -0.2 0.8
H 4.01806 1.16052 -2.60850 4.4 0.1 -1.7
H 2.40568 2.10245 -3.13612 0.0 -1.0 0.0

=====

Entry 5:
19
Properties=species:S:1:pos:R:3:forces:R:3 method="wB97M-V/def2-TZVPD" homo_energy_ev=-13.32 orbital_gap_ev=10.1 spin_multiplicity=1 largest_force_ev_per_a=4.33 e_above_lowest_kcal_mol=107.9 charge=+1 total_energy_ev=-9370.0539
C -1.11949 -1.22828 1.12154 -1.0 2.0 0.3
C -0.43332 0.04902 1.74991 0.2 0.4 2.1
C -0.10026 0.58599 0.39657 0.4 0.5 -3.9
N 0.05157 1.88627 -0.54821 -0.3 -0.8 2.6
C 1.20859 1.32250 -1.19802 0.7 -1.2 -3.5
C 1.07795 -0.02936 -0.48723 -1.6 0.4 0.8
N 0.01337 -1.02446 -1.03681 2.5 -2.0 -2.6
C -1.02521 -0.50276 -0.24161 -3.2 2.6 1.4
H -0.49530 -2.06771 1.17557 1.1 -1.3 0.0
H -2.10355 -1.56988 1.49132 0.4 0.7 -0.3
H -1.11681 0.73910 2.29480 0.4 -0.7 -0.2
H 0.47485 -0.17538 2.35296 -0.8 0.3 0.0
H 0.30443 2.78063 -0.15624 -0.5 0.2 0.7
H 2.26301 1.68778 -1.15363 -0.9 0.3 0.8
H 0.99813 1.38790 -2.34548 0.6 -0.8 1.7
H 1.85691 -0.51856 0.08476 0.5 -0.2 -0.7
H 0.25336 -1.95476 -0.74171 0.3 -0.7 0.7
H -0.14525 -1.26422 -2.02646 0.1 1.3 -0.2
H -1.96297 -0.10383 -0.73205 1.1 -1.0 0.2

=====

Entry 6:
100
Properties=species:S:1:pos:R:3:forces:R:3 method="wB97M-V/def2-TZVPD" homo_energy_ev=-9.22 orbital_gap_ev=7.9 spin_multiplicity=1 largest_force_ev_per_a=3.94 charge=0 total_energy_ev=-99783.7229
H -6.95693 -1.70644 -0.90972 0.0 0.0 -0.4
N -6.54980 -2.18099 -1.72774 2.0 -0.4 0.3
C -5.27686 -2.26949 -1.55088 -0.7 0.6 0.9
C -4.54032 -1.74140 -0.25007 -0.7 0.1 -0.7
C -3.51878 -0.61898 -0.54745 0.8 0.9 0.1
C -2.16511 -0.73587 -0.48324 -0.3 -0.1 0.4
C -1.50609 -2.06902 -0.03801 -0.5 -0.7 -0.3
C -1.72328 -2.45493 1.47511 0.5 0.2 0.5
C -1.65025 -1.24585 2.48214 -0.3 -1.1 0.8
C -2.46414 -1.64624 3.78891 0.3 0.7 -1.2
S -2.34553 -0.31809 5.09043 0.8 0.1 -0.1
C -0.84618 0.62805 4.79424 -0.1 1.5 -0.6
N -0.80823 1.97715 4.72066 -0.2 -3.3 0.2
N 0.49619 2.30212 4.53178 2.1 -1.5 -0.3
C 1.20695 1.18048 4.45896 -1.5 1.2 0.4
O 0.40995 0.07451 4.63183 -0.5 1.2 0.1
C -1.20806 0.44496 -0.84521 -0.7 -0.8 0.0
O -0.06115 0.12551 -1.07626 -0.3 0.6 0.1
C -1.74520 1.88011 -0.92251 -1.0 1.1 0.0
C -0.84072 3.03363 -0.96258 -1.1 -0.2 -0.2
C 0.70976 2.90316 -0.97533 0.1 1.1 -0.4
C 1.36268 2.96806 0.47481 0.1 -0.2 -0.4
C 2.09332 1.65154 0.91702 0.5 0.5 0.6
C 3.22937 1.16679 -0.04431 -0.6 -0.4 -0.7
O 3.54418 -0.20632 0.29000 0.9 0.9 0.2
C 4.69795 -0.30218 1.11981 0.7 -0.9 1.0
C -1.42776 4.36159 -1.02064 -1.7 -0.4 0.1
C -0.63171 5.67871 -1.09530 0.3 0.5 -0.9
C -0.68584 6.49660 -2.30187 1.6 0.7 2.8
C 0.09027 7.71585 -2.16115 -0.7 -1.6 0.3
C 0.82387 7.96213 -0.95093 0.6 1.3 -0.5
N 0.91100 7.23124 0.19649 -2.1 -0.8 -3.2
C 0.13497 6.12238 0.03417 -0.3 -1.3 0.9
C -2.89750 4.49716 -1.02073 0.7 -0.9 0.1
Cl -3.60014 6.15037 -1.05578 0.6 -1.5 0.1
C -3.80210 3.36030 -0.98107 1.6 0.2 -0.2
Cl -5.54395 3.70543 -0.99945 1.5 -0.6 0.1
C -3.21317 2.03287 -0.95320 0.9 0.7 0.2
C -4.11380 0.76552 -0.95619 0.5 -1.0 0.0
O -5.27301 0.77842 -1.29744 0.4 0.5 0.2
H -4.60578 -2.77356 -2.29349 -0.8 0.5 0.5
H -5.32646 -1.34312 0.45020 0.7 -0.3 -0.7
H -4.11362 -2.64648 0.24186 0.1 0.9 -0.4
H -1.99757 -2.88299 -0.64603 0.6 0.7 0.5
H -0.41596 -2.15044 -0.25620 -0.9 0.6 0.0
H -2.65574 -3.04661 1.67690 0.6 0.7 -0.5
H -0.87651 -3.14730 1.74892 -0.9 0.6 -0.3
H -2.12015 -0.30084 2.12004 0.6 -0.7 0.0
H -0.57215 -1.10809 2.74994 -1.0 0.3 -0.3
H -2.19603 -2.65667 4.17498 0.0 0.9 -0.1
H -3.55044 -1.64175 3.49129 1.0 -0.1 0.5
H 2.29458 1.05033 4.32287 -1.0 0.1 0.1
H 1.07269 2.04417 -1.59030 -0.6 0.6 0.8
H 1.07815 3.82203 -1.51637 -0.4 -0.9 0.5
H 2.11175 3.80926 0.48315 -0.7 -0.8 0.0
H 0.55729 3.25528 1.19350 0.7 -0.4 -0.3
H 1.39173 0.80105 1.13009 0.5 0.7 -0.5
H 2.59304 1.88537 1.90440 -0.5 -0.3 -0.9
H 4.15642 1.79428 -0.01649 -0.8 -0.3 0.2
H 2.90590 1.14084 -1.12428 0.1 0.1 1.1
H 5.05474 0.66940 1.54364 -0.4 -0.5 -0.5
H 5.57839 -0.78812 0.60479 -0.9 0.6 0.2
H 4.48083 -0.96856 2.00624 0.0 0.6 -0.9
H -1.28865 6.19336 -3.17984 0.6 0.4 0.6
H 0.11882 8.45718 -2.98900 0.1 -0.6 0.8
H 1.42598 8.90876 -0.93294 -0.6 -0.9 0.0
H 0.09590 5.45391 0.93481 0.0 0.7 -0.9
C -5.15521 -6.97398 -3.05772 0.1 0.0 -0.1
C -5.75937 -5.77595 -2.70980 0.1 -0.1 0.0
C -6.49312 -5.72938 -1.53410 -0.2 -0.2 0.3
N -6.65683 -6.77867 -0.71967 0.2 0.0 -0.3
C -6.06728 -7.92294 -1.07841 -0.2 0.2 0.2
C -5.30853 -8.07239 -2.22749 0.0 0.0 -0.1
H -4.57223 -7.05106 -3.96818 0.0 0.0 0.0
H -5.66699 -4.89599 -3.33320 -0.1 0.0 0.0
H -6.98063 -4.81403 -1.21876 0.0 0.0 -0.1
H -6.21999 -8.75511 -0.39903 0.0 0.0 -0.1
H -4.85161 -9.02369 -2.46719 0.0 0.0 0.0
C 2.21212 -4.21163 -2.78288 0.0 0.0 -0.1
C 1.75163 -5.51425 -2.89101 0.0 0.1 0.0
C 1.67653 -6.28075 -1.73858 0.0 0.0 0.3
N 2.02615 -5.83844 -0.52657 0.0 0.2 -0.3
C 2.46930 -4.57933 -0.44677 -0.1 -0.3 0.1
C 2.57915 -3.72911 -1.53688 0.0 0.0 0.0
H 2.28442 -3.57933 -3.66001 0.0 0.0 0.0
H 1.45692 -5.92636 -3.84735 0.0 0.0 0.0
H 1.31942 -7.30469 -1.77221 0.0 0.0 -0.1
H 2.74730 -4.24955 0.54893 0.0 0.1 0.0
H 2.94271 -2.71654 -1.41334 0.0 0.0 0.1
C 9.40964 3.43962 1.34116 0.1 0.0 0.0
C 8.95436 2.92931 0.13633 0.0 0.0 0.0
C 7.58799 2.77593 -0.03597 -0.3 0.0 0.1
N 6.67988 3.08844 0.89483 0.4 0.0 0.1
C 7.14391 3.57733 2.04986 -0.3 -0.1 -0.2
C 8.48871 3.77274 2.32111 0.0 0.0 -0.1
H 10.47052 3.57599 1.51471 0.0 0.0 0.0
H 9.64334 2.65673 -0.65226 0.0 0.0 0.0
H 7.18378 2.38323 -0.96320 0.1 0.0 0.0
H 6.38582 3.81992 2.78724 0.1 0.0 0.0
H 8.80625 4.17433 3.27436 0.0 0.0 0.0

=====

Entry 7:
27
Properties=species:S:1:pos:R:3:forces:R:3 method="wB97M-V/def2-TZVPD" homo_energy_ev=-8.84 orbital_gap_ev=9.5 spin_multiplicity=1 largest_force_ev_per_a=4.59 e_above_lowest_kcal_mol=31.3 charge=0 total_energy_ev=-17401.6080
O -0.35043 -0.74407 1.68464 0.0 1.2 -1.0
O -1.75601 -0.44649 -0.25612 0.7 -0.8 2.4
O 0.56138 0.59886 -0.21319 -2.4 -2.3 2.4
B -0.56031 -0.15669 0.41098 3.7 1.5 -2.2
C -3.24863 -2.63601 2.99334 -1.2 0.6 -1.5
C -4.01777 -2.57531 1.79037 2.1 -0.1 2.7
C -2.04704 -1.96640 3.06274 1.7 0.2 -1.9
C -3.51519 -1.90988 0.70326 -2.6 -0.1 -0.9
C -1.52209 -1.37352 1.90680 -3.1 -0.1 -1.2
C -2.35997 -1.24455 0.75508 2.4 0.3 0.7
C 3.74468 3.01012 -1.81987 0.7 -0.7 0.1
C 1.01797 0.26355 -1.50448 -0.3 -0.5 -2.0
C 2.42206 2.31835 -1.53572 0.1 0.9 0.6
C 2.45590 0.79257 -1.73695 -1.0 0.8 1.7
H -3.67136 -3.11179 3.84978 -0.1 -0.3 0.5
H -4.99020 -2.97741 1.80899 -0.9 -0.5 -0.3
H -1.32377 -1.97179 3.82572 0.2 -0.3 1.6
H -4.21913 -1.82783 -0.09688 0.1 0.2 -0.9
H 3.93773 3.22037 -2.88566 0.3 -0.5 0.5
H 4.55412 2.51886 -1.23120 -0.1 -0.5 -1.2
H 3.82606 3.92119 -1.29812 -0.6 1.7 0.3
H 0.32309 0.75925 -2.19364 0.3 0.2 -0.3
H 0.89331 -0.80843 -1.83319 0.4 0.6 1.0
H 2.17170 2.68949 -0.48449 0.0 -1.4 -1.1
H 1.62881 2.70919 -2.15305 -0.3 0.4 -0.4
H 3.08230 0.50839 -0.90996 0.3 -0.9 0.4
H 2.96279 0.43997 -2.63917 -0.5 0.3 -0.2

=====

Entry 8:
90
Properties=species:S:1:pos:R:3:forces:R:3 method="wB97M-V/def2-TZVPD" homo_energy_ev="-10.14 / -10.06" orbital_gap_ev="6.4 / 6.3" spin_multiplicity=2 largest_force_ev_per_a=2.96 charge=+1 s2=0.9093 total_energy_ev=-126583.0373
Mn 0.38466 1.37766 -0.56916 1.1 0.8 -1.2
O -1.57341 0.72600 -4.74777 0.2 0.0 -0.7
C -0.82814 0.93139 -3.67319 -1.4 -0.3 1.6
O -1.25585 0.84772 -2.53674 0.4 0.1 -1.2
C 0.59683 1.23250 -3.94176 0.7 0.2 0.3
C 1.18414 1.26642 -5.19740 0.7 0.1 0.1
C 2.56612 1.49551 -5.26240 -0.9 -0.1 -0.1
C 3.29121 1.62799 -4.09721 -0.1 0.1 0.9
C 2.62242 1.57603 -2.86143 -1.8 -0.3 -2.0
N 1.27842 1.42388 -2.81381 1.0 0.1 0.0
C 3.20777 1.61530 -1.53213 0.0 0.1 3.0
O 4.52581 1.42660 -1.36516 -0.8 0.3 0.0
O 2.48684 1.77997 -0.53766 1.6 -0.8 -1.5
H -2.48679 0.50040 -4.50706 0.2 0.1 0.2
H 0.60134 1.10753 -6.08913 -0.1 0.0 -0.1
H 3.05185 1.55018 -6.22417 0.1 0.0 0.0
H 4.35544 1.80489 -4.14584 0.1 0.0 0.0
H 4.98342 1.21646 -2.18953 -0.1 0.1 0.0
O 0.68546 0.16666 1.40253 0.7 0.9 -0.6
P -0.26560 -0.89998 1.80898 -1.5 -0.7 0.5
C -0.96599 -1.75791 0.32370 1.1 0.2 -0.1
P 0.42277 -2.06371 -0.84607 -0.9 -1.1 0.6
O 0.95368 -0.75779 -1.30726 0.3 1.4 -0.1
C 1.68721 -3.01525 0.03168 -0.2 0.1 -0.5
C 2.71574 -2.29014 0.62230 0.1 0.1 -0.1
C 3.70864 -2.95379 1.32136 0.0 0.0 0.1
C 3.67453 -4.33551 1.42833 0.0 0.0 0.0
C 2.66385 -5.05989 0.81461 0.0 -0.1 0.0
C 1.66763 -4.40159 0.11509 0.0 0.0 -0.1
C -0.21909 -3.02791 -2.24156 0.2 0.2 0.3
C -1.07115 -4.11789 -2.11448 0.0 0.1 0.1
C -1.43437 -4.84509 -3.23516 -0.1 -0.1 0.0
C -0.95440 -4.48771 -4.48596 0.0 0.0 0.0
C -0.13533 -3.37635 -4.62050 0.0 -0.1 0.0
C 0.23232 -2.65226 -3.50084 0.1 0.1 0.0
C -1.75320 -0.20714 2.57519 0.2 -0.4 0.0
C -1.72712 1.25200 2.81957 -0.1 0.6 -0.2
C -2.87715 2.53609 3.82790 0.5 -0.2 -0.4
C -4.24816 1.13620 2.46099 0.1 -0.2 -0.1
C -4.17852 -0.18442 2.67328 -0.5 0.3 -0.1
C -2.91784 -0.87948 2.61947 0.8 0.1 0.1
C 0.44697 -2.07076 2.99100 -0.3 0.3 -0.3
C 1.07901 -1.49378 4.08861 0.0 0.1 0.0
C 1.56919 -2.29718 5.10284 0.0 0.1 0.0
C 1.43650 -3.67498 5.01790 0.0 0.0 -0.1
C 0.79513 -4.24658 3.93070 0.0 -0.1 0.0
C 0.28597 -3.44578 2.92275 -0.1 0.0 0.0
H -1.59752 -1.00756 -0.17628 0.0 -0.1 0.2
H -1.55898 -2.63295 0.57002 0.0 -0.1 0.1
H 2.73252 -1.21371 0.52330 0.0 0.1 0.1
H 4.51104 -2.39235 1.77673 0.0 0.0 0.1
H 4.44037 -4.85149 1.98832 0.1 0.0 0.0
H 2.65604 -6.13850 0.87840 0.0 -0.1 0.0
H 0.88209 -4.96219 -0.37018 0.0 -0.1 -0.1
H -1.45444 -4.39629 -1.14385 -0.1 -0.1 0.1
H -2.09171 -5.69604 -3.13273 0.0 -0.1 0.0
H -1.21684 -5.07372 -5.35442 -0.1 0.0 0.0
H 0.22103 -3.07943 -5.59566 0.0 0.0 -0.1
H 0.87069 -1.78409 -3.58449 0.1 0.0 0.0
H -0.81007 1.68984 2.41871 -0.3 0.0 0.0
H -3.43094 3.24554 4.41595 -0.2 0.2 0.3
H -5.19032 1.64602 2.31401 -0.2 -0.1 0.0
H -5.07514 -0.78305 2.71704 -0.2 0.0 0.1
H -2.93750 -1.95494 2.49370 0.0 -0.1 -0.1
H 1.16772 -0.41760 4.13835 0.1 0.1 0.1
H 2.04562 -1.85454 5.96482 0.1 0.1 0.0
H 1.83324 -4.30462 5.80082 0.0 0.0 0.1
H 0.68253 -5.31883 3.87265 0.0 -0.1 0.0
H -0.22923 -3.89595 2.08762 0.0 -0.1 -0.1
O -1.37423 1.58501 0.11941 -0.8 -1.5 1.6
N -2.19782 2.58729 0.16617 -0.4 1.9 -1.5
C -2.96181 2.85580 1.17067 1.0 -1.8 0.4
C -3.03441 2.01609 2.41942 -0.1 -0.2 -0.5
N -1.91055 1.78474 4.18937 0.2 -0.1 1.0
C -3.75147 4.01837 1.07209 -0.3 0.5 -0.4
N -4.39431 4.96712 1.01416 -0.2 0.3 0.1
S -0.32550 5.90800 -2.29261 0.0 -0.2 0.2
C 0.34472 4.32636 -2.17747 -0.2 0.3 0.2
N 0.36606 3.78426 -1.00250 0.1 -1.1 -0.1
C -0.14132 4.64795 -0.06077 -0.3 0.9 0.2
C -0.20219 4.42137 1.31313 0.1 0.0 -0.1
C -0.79064 5.37293 2.11729 0.2 -0.2 0.0
C -1.29484 6.56060 1.58005 0.0 0.1 -0.2
C -1.19726 6.82976 0.23044 0.0 0.1 0.2
C -0.61150 5.86988 -0.58054 0.2 -0.5 -0.1
H 0.72398 3.85087 -3.06143 0.0 -0.2 -0.2
H 0.22633 3.50517 1.70305 -0.1 0.0 0.1
H -0.86305 5.20051 3.18064 0.0 0.0 0.1
H -1.76006 7.28117 2.23368 -0.1 0.1 0.0
H -1.56908 7.74872 -0.19245 -0.1 0.1 0.0